(1)
DFT (wB97M-V/def2-TZVPD) results for a structure of composition C15H26B11Br6CeN8O2 at a distorted geometry.

Calculated values
Charge: +2
HOMO energy (alpha / beta) (eV): -13.600 / -13.600
2S+1: 2
LUMO level (alpha / beta) (eV): -8.7 / -10.9
DFT total energy (Eh): -17368.0563
Orbital gap (alpha / beta) (eV): 4.86 / 2.66

Cartesian coordinates (Å):
Ce1 0.78356 -0.05711 0.17061
C1 3.02186 -2.68871 1.28981
C2 2.20206 -2.18181 2.48861
N1 1.99986 -0.71651 2.44351
C3 3.24416 0.04309 2.71981
C4 3.50116 1.13069 1.66251
N2 3.31526 0.62479 0.29561
C5 4.35716 -0.31631 -0.14499
C6 3.72786 -1.56981 -0.77699
N3 2.59236 -2.05101 0.02941
H1 4.07886 -2.48061 1.45401
H2 2.91356 -3.77641 1.24411
H3 1.21616 -2.65511 2.48591
H4 2.71876 -2.49041 3.40591
H5 1.35086 -0.50491 3.20171
H6 3.19246 0.53689 3.69431
H7 4.08886 -0.64501 2.75441
H8 2.79136 1.95039 1.81071
H9 4.51126 1.53349 1.81531
H10 3.30796 1.42969 -0.32929
H11 5.03116 0.13809 -0.87509
H12 4.96496 -0.60231 0.71481
H13 3.34466 -1.32771 -1.77449
H14 4.50406 -2.33711 -0.88759
H15 2.11186 -2.75021 -0.53689
Br1 -1.92834 0.37499 -1.15699
B1 -3.25344 -0.72381 -0.17469
B2 -5.00414 -0.86211 -0.49609
C7 -5.39214 -2.42741 0.05831
B3 -3.91774 -2.25901 -0.77439
B4 -4.08374 -3.37231 0.62231
B5 -5.27244 -2.64651 1.73901
B6 -5.83254 -1.11231 1.04841
B7 -4.43434 0.02709 0.94961
Br2 -4.55324 1.96589 1.13221
B8 -4.62524 -1.10011 2.38201
Br3 -5.02174 -0.43801 4.16871
B9 -3.51444 -2.54011 2.08861
Br4 -2.59694 -3.44721 3.54671
B10 -2.69374 -2.26411 0.50801
Br5 -0.76524 -2.69961 0.19791
B11 -3.01044 -0.88171 1.59741
Br6 -1.43844 -0.02241 2.45171
H16 -5.57574 -0.38511 -1.39369
H17 -6.19294 -2.94551 -0.44729
H18 -3.78404 -2.68611 -1.85219
H19 -4.06884 -4.52731 0.46631
H20 -6.01894 -3.32841 2.31791
H21 -6.94904 -0.79941 1.17061
O1 0.94076 -0.73781 -2.03619
N4 1.02736 0.10869 -2.99049
N5 1.13796 1.33759 -2.62459
O2 1.28786 1.64879 -1.38079
C8 1.16856 2.33969 -3.59689
C9 1.20356 3.66969 -3.17049
C10 1.20656 4.68049 -4.10759
C11 1.18236 4.37129 -5.46379
C12 1.14736 3.04329 -5.88219
C13 1.14266 2.01899 -4.95739
H22 1.20736 3.88489 -2.11329
H23 1.21746 5.71079 -3.78549
H24 1.19146 5.16569 -6.19479
H25 1.12776 2.81299 -6.93559
H26 1.12866 0.98649 -5.26399
N6 1.66666 5.56879 3.77251
C14 1.01996 4.90099 3.08581
N7 0.30666 4.16809 2.32581
C15 0.38916 3.10049 1.70211
N8 0.35586 2.08479 1.11141

Atomic partial charges in e from the Mulliken method, atoms 1 to 6: Ce -0.58; C -0.67; C -0.79; N 0.01; C -0.75; C -0.70


(2)
DFT (wB97M-V/def2-TZVPD) results for a structure of composition C35H32CaN4O4P2.

Calculated values
Charge: 0
HOMO energy (eV): -7.127
LUMO level (eV): 0.3
DFT total energy (Eh): -3233.3846
Orbital gap (eV): 7.40

Cartesian coordinates (Å):
Ca1 0.43097 -0.06806 -0.24937
C1 -0.79720 3.29675 0.07899
P1 -0.89971 2.19306 -1.40510
C2 -0.98153 3.25155 -2.87321
C3 -0.51172 2.70969 -4.06857
C4 -0.54913 3.46187 -5.23181
C5 -1.04209 4.75742 -5.20633
C6 -1.50435 5.30467 -4.01690
C7 -1.47577 4.55415 -2.85348
C8 -2.54865 1.43020 -1.21121
C9 -3.69038 2.19318 -0.96871
C10 -4.92134 1.59041 -0.78152
C11 -5.02923 0.20715 -0.83346
C12 -3.90605 -0.56216 -1.08158
C13 -2.66911 0.04308 -1.27427
C14 -0.80375 2.49844 1.35293
C15 -1.60113 2.69956 2.46090
C16 -1.29997 1.66017 3.36413
C17 -0.33434 0.88355 2.75705
C18 0.22915 -0.42107 3.21973
P2 -0.25747 -1.80081 2.05556
C19 1.25746 -2.77758 1.77536
C20 2.50636 -2.16508 1.69413
C21 3.61722 -2.86958 1.25042
C22 3.49629 -4.19856 0.88197
C23 2.25542 -4.81688 0.95191
C24 1.14629 -4.11283 1.38396
C25 -1.33404 -2.86566 3.05202
C26 -0.84906 -3.72625 4.03504
C27 -1.72718 -4.46335 4.81050
C28 -3.09671 -4.34048 4.61945
C29 -3.58745 -3.48313 3.64868
C30 -2.70822 -2.75050 2.86319
N1 -0.00646 1.39705 1.52849
H1 0.11312 3.89519 -0.04273
H2 -1.64274 3.98858 0.10438
H3 -0.12165 1.69641 -4.08602
H4 -0.18581 3.03370 -6.15671
H5 -1.06332 5.34509 -6.11462
H6 -1.88618 6.31687 -3.99706
H7 -1.83482 4.98996 -1.92970
H8 -3.61504 3.27333 -0.92621
H9 -5.79718 2.19642 -0.59328
H10 -5.99158 -0.26503 -0.68504
H11 -3.98097 -1.64056 -1.13727
H12 -1.83929 -0.63253 -1.49548
H13 -2.31853 3.49530 2.59136
H14 -1.74758 1.48493 4.33037
H15 1.31742 -0.40165 3.31376
H16 -0.17182 -0.66617 4.20547
H17 2.63443 -1.12147 1.95821
H18 4.57553 -2.36966 1.18832
H19 4.35835 -4.74955 0.53125
H20 2.14773 -5.85073 0.65110
H21 0.18049 -4.60366 1.40597
H22 0.21905 -3.82560 4.18739
H23 -1.34338 -5.13369 5.56832
H24 -3.78022 -4.91691 5.22899
H25 -4.65378 -3.38399 3.49502
H26 -3.08992 -2.08379 2.09845
O1 4.93093 -0.31371 -4.99406
C31 4.22484 -1.08438 -4.12688
O2 3.93364 -2.20859 -4.40047
C32 3.87227 -0.42281 -2.85001
C33 4.67071 0.37092 -2.04021
N2 3.94416 0.68188 -0.95700
N3 2.72891 0.13959 -1.01340
C34 2.65774 -0.55159 -2.14474
C35 1.30300 -1.12770 -2.60640
O3 0.92915 -0.80713 -3.72446
O4 0.67767 -1.76644 -1.70090
H27 4.93940 0.60057 -4.68227
H28 5.69088 0.70012 -2.14286
H29 4.16298 1.21999 -0.11777
N4 3.62227 1.88329 1.75700
H30 2.60233 1.91077 1.75488
H31 3.93129 2.78624 2.09998
H32 3.88843 1.20825 2.46649

Atomic partial charges in e from the Mulliken method, atoms 1 to 6: Ca 1.57; C -0.47; P 0.10; C 0.57; C -0.60; C -0.62


(3)
DFT (wB97M-V/def2-TZVPD) results for a structure of composition C33H48N5OPdSi4.

Calculated values
Relative energy (zero: lowest compared OMol25 entry of this formula, charge and spin) (kJ/mol): 39.4
Charge: +1
HOMO energy (eV): -11.140
LUMO level (eV): -4.1
DFT total energy (Eh): -2921.0715
Orbital gap (eV): 7.03

Cartesian coordinates (Å):
Pd1 0.59785 0.07565 0.22197
C1 -0.57326 -1.77317 -2.75182
C2 -1.02726 -3.18224 -2.88608
C3 -1.11426 -3.95497 -1.80350
C4 -0.84828 -3.28332 -0.53863
N1 -1.30198 -1.97485 -0.41726
C5 -1.03428 -1.12164 -1.48835
N2 -0.22784 -3.88819 0.41531
C6 0.38990 -3.20298 1.40904
N3 0.83729 -1.94888 1.40948
C7 1.52769 -1.76938 2.63309
N4 2.20704 -0.78696 3.07415
C8 2.61956 0.35965 2.42049
C9 3.41831 1.22619 3.16698
C10 4.02096 2.30238 2.55133
C11 3.84109 2.48854 1.18737
C12 2.99707 1.63466 0.51551
N5 2.38092 0.59606 1.11724
C13 1.39289 -2.99948 3.44004
C14 1.85124 -3.33350 4.69621
C15 1.58420 -4.62620 5.14234
C16 0.89872 -5.54238 4.34859
C17 0.45066 -5.19868 3.07662
C18 0.71113 -3.91001 2.65298
H1 -0.91854 -1.18274 -3.59932
H2 -1.15594 -3.58828 -3.88207
H3 -1.27152 -5.02349 -1.81356
H4 -1.67000 0.54264 -0.39528
H5 3.56915 1.00358 4.21239
H6 4.64194 2.97871 3.12362
H7 4.31567 3.30050 0.65643
H8 2.76390 1.77424 -0.53079
H9 2.39136 -2.62306 5.30664
H10 1.92049 -4.93001 6.12475
H11 0.71717 -6.53927 4.72712
H12 -0.07160 -5.90491 2.44562
C19 0.60132 3.69448 -2.89442
O1 0.36166 2.36801 -2.46087
Si1 -1.10881 1.62505 -2.58224
C20 -1.30890 1.08452 -4.36543
C21 -2.49878 2.77619 -2.12545
C22 -1.19152 0.23016 -1.32635
Si2 1.35259 -1.85668 -3.12796
C23 1.43450 -2.03641 -4.98628
C24 2.10356 -3.35591 -2.30262
C25 2.27368 -0.34799 -2.53305
Si3 -2.68328 -1.63374 0.74939
C26 -4.13155 -1.21442 -0.34611
C27 -2.99314 -3.23105 1.65498
C28 -2.28713 -0.27874 1.97000
H13 -0.15013 4.38556 -2.50320
H14 0.61337 3.76426 -3.98553
H15 1.57466 4.00877 -2.51922
H16 -1.45708 1.98839 -4.96305
H17 -2.17532 0.44470 -4.54856
H18 -0.41351 0.59150 -4.74952
H19 -2.55695 3.64182 -2.78777
H20 -2.37081 3.13458 -1.10265
H21 -3.45773 2.25439 -2.18685
H22 1.08320 -3.02181 -5.30080
H23 2.47097 -1.94516 -5.31762
H24 0.84994 -1.28445 -5.51942
H25 1.64605 -4.29061 -2.62583
H26 2.05753 -3.31099 -1.21223
H27 3.16073 -3.38858 -2.58062
H28 1.77002 0.60295 -2.70309
H29 3.23088 -0.32321 -3.06294
H30 2.50317 -0.42971 -1.46775
H31 -4.35710 -2.04129 -1.02271
H32 -3.96333 -0.31607 -0.93991
H33 -5.01516 -1.03989 0.27246
H34 -3.18759 -4.07760 0.99547
H35 -3.89227 -3.07017 2.25735
H36 -2.19210 -3.50445 2.34296
H37 -2.49386 0.72533 1.59693
H38 -1.24841 -0.29457 2.30610
H39 -2.91703 -0.44323 2.84944
C29 -2.08044 5.49575 0.54744
Si4 -0.63592 4.69603 1.43301
C30 -1.05734 4.43716 3.23628
C31 0.90296 5.74940 1.25034
C32 -0.23957 3.05487 0.68375
C33 0.16352 1.93020 0.45600
H40 -2.49184 6.30980 1.14768
H41 -2.88716 4.78170 0.37236
H42 -1.77987 5.91209 -0.41606
H43 -1.18763 5.39264 3.74792
H44 -0.26264 3.88622 3.74327
H45 -1.98225 3.86757 3.34832
H46 0.69521 6.79271 1.49800
H47 1.27694 5.71500 0.22543
H48 1.69825 5.40075 1.91259

Atomic partial charges in e from the Mulliken method, atoms 1 to 6: Pd 1.64; C 0.57; C -0.98; C -1.51; C -0.11; N 1.31


(4)
DFT (wB97M-V/def2-TZVPD) results for a structure of composition C5H10O.

Calculated values
Relative energy (zero: lowest compared OMol25 entry of this formula, charge and spin) (kJ/mol): 646.1
Charge: 0
HOMO energy (alpha / beta) (eV): -7.813 / -7.599
LUMO level (alpha / beta) (eV): -0.1 / -0.3
DFT total energy (Eh): -271.5065
Orbital gap (alpha / beta) (eV): 7.69 / 7.27

Cartesian coordinates (Å):
C1 -1.23858 0.42038 -0.72026
C2 -0.52153 -0.25873 0.40281
C3 -0.48488 -1.75906 0.32811
O1 0.76406 -1.46540 -0.29391
C4 1.00563 -0.16298 0.51141
C5 1.56363 1.02037 0.00113
H1 -1.03099 1.49328 -0.73524
H2 -2.31633 0.25336 -0.62042
H3 -0.91684 -0.00705 -1.68070
H4 -0.50616 1.23790 1.44200
H5 -1.17250 -2.25338 -0.36160
H6 -0.38156 -2.30285 1.27403
H7 1.37976 -0.46545 1.49260
H8 1.29133 1.37191 -0.98947
H9 2.47185 1.42438 0.43317
H10 0.17962 1.64933 1.17538

Atomic partial charges in e from the Mulliken method, atoms 1 to 6: C -1.43; C 0.60; C -0.45; O -0.33; C 0.03; C -1.08